Entry 1:
{
  "formula": "C7H13NO",
  "method": "ωB97M-V with the def2-TZVPD basis set",
  "s2": 0.76,
  "multiplicity": 2,
  "homo_lumo_gap_ev": [11.04, 7.48],
  "charge": 1,
  "elements": ["C", "C", "C", "C", "N", "C", "C", "C", "H", "H", "H", "H", "H", "H", "H", "H", "H", "H", "H", "H", "H", "O"],
  "xyz": [[-1.0609, 1.6089, -2.0298], [-0.1961, 0.3432, -2.2263], [0.1091, -0.2983, -0.9240], [-0.6136, -1.3463, -0.3091], [-0.0170, -1.6493, 0.8756], [1.0633, -0.8104, 1.0581], [1.1419, 0.0340, -0.0636], [1.9126, -0.9034, 2.2457], [-1.1753, 2.0999, -2.9924], [-2.0457, 1.3371, -1.6515], [-0.6107, 2.3034, -1.3217], [0.7252, 0.6154, -2.7340], [-0.7369, -0.3397, -2.8780], [-1.4624, -1.9023, -0.6769], [-0.3407, -2.3195, 1.5256], [1.8934, 0.7913, -0.2178], [1.5707, -1.6562, 2.9527], [2.9417, -1.1561, 1.9886], [1.9384, 0.0506, 2.7784], [-1.8465, 1.8018, 1.3026], [-1.3084, 0.3753, 1.4359], [-1.8823, 1.0204, 1.8622]],
  "mulliken_spin": [0.0203, 0.0227, 0.1489, 0.3795, -0.0303, 0.2682, 0.0899, 0.0216, 0.0001, -0.0002, -0.0014, 0.0012, 0.0025, 0.0102, -0.0033, 0.0064, -0.0019, 0.0274, 0.0259, -0.0005, 0.0097, 0.0031]
}


Entry 2:
{
  "formula": "C32H41N2PS2Sn",
  "method": "ωB97M-V with the def2-TZVPD basis set",
  "multiplicity": 1,
  "homo_lumo_gap_ev": 6.65,
  "charge": 2,
  "elements": ["Sn", "S", "C", "N", "C", "C", "N", "C", "C", "C", "C", "C", "C", "C", "C", "S", "C", "C", "C", "C", "C", "C", "C", "H", "H", "H", "H", "H", "H", "H", "H", "H", "H", "H", "H", "H", "H", "H", "H", "H", "H", "C", "C", "C", "C", "P", "C", "C", "C", "C", "C", "C", "C", "C", "C", "C", "H", "H", "H", "H", "H", "H", "H", "H", "H", "H", "H", "H", "H", "H", "H", "H", "H", "H", "H", "H", "H", "H", "H"],
  "xyz": [[0.4158, -0.7864, 0.5999], [-0.2766, 1.5063, 1.5564], [1.0568, 2.4002, 0.9743], [1.6367, 3.3129, 1.7192], [2.7493, 4.0990, 1.1779], [2.4476, 4.4354, -0.2567], [2.2071, 3.1953, -0.9966], [2.8122, 3.1406, -2.3423], [4.3217, 3.0455, -2.2265], [4.9158, 1.8773, -1.7498], [6.2893, 1.8100, -1.5845], [7.0827, 2.9059, -1.8985], [6.4984, 4.0633, -2.3883], [5.1212, 4.1359, -2.5479], [1.5602, 2.2050, -0.4257], [1.2206, 0.7768, -1.2841], [1.2077, 3.6793, 3.0816], [0.6319, 5.0808, 3.0740], [-0.5479, 5.3308, 2.3779], [-1.0686, 6.6144, 2.3347], [-0.4152, 7.6515, 2.9874], [0.7545, 7.4033, 3.6884], [1.2819, 6.1193, 3.7292], [3.6779, 3.5280, 1.2659], [2.8436, 5.0111, 1.7605], [3.2939, 4.9454, -0.7091], [1.5676, 5.0822, -0.3192], [2.5376, 4.0663, -2.8484], [2.3890, 2.3099, -2.8984], [4.3051, 1.0110, -1.5300], [6.7412, 0.8964, -1.2206], [8.1556, 2.8501, -1.7731], [7.1153, 4.9119, -2.6523], [4.6751, 5.0422, -2.9434], [2.0858, 3.6246, 3.7279], [0.4730, 2.9633, 3.4311], [-1.0686, 4.5188, 1.8792], [-1.9908, 6.8019, 1.8006], [-0.8262, 8.6516, 2.9566], [1.2583, 8.2063, 4.2096], [2.1920, 5.9260, 4.2864], [-0.0339, -3.6005, -1.3653], [-1.1861, -2.7987, -1.9850], [-0.6605, -1.9343, -3.1323], [-2.2515, -3.7713, -2.4884], [-1.8204, -1.6707, -0.6127], [-2.5998, -2.7628, 0.6178], [-3.8085, -3.4150, 0.3617], [-4.3721, -4.2487, 1.3133], [-3.7413, -4.4509, 2.5324], [-2.5437, -3.8081, 2.8042], [-1.9841, -2.9698, 1.8539], [-3.0772, -0.3715, -1.1515], [-4.0926, -0.8633, -2.1812], [-2.2865, 0.8020, -1.7418], [-3.7767, 0.0878, 0.1331], [0.3123, -4.3454, -2.0837], [-0.3434, -4.1282, -0.4615], [0.8273, -2.9649, -1.1320], [-0.1549, -2.5694, -3.8618], [0.0651, -1.1963, -2.7790], [-1.4652, -1.4124, -3.6502], [-1.8148, -4.3813, -3.2819], [-3.1177, -3.2607, -2.9060], [-2.5778, -4.4453, -1.6984], [-4.3147, -3.2777, -0.5825], [-5.3093, -4.7446, 1.0985], [-4.1819, -5.1071, 3.2707], [-2.0458, -3.9578, 3.7525], [-1.0506, -2.4770, 2.0975], [-3.6191, -1.1305, -3.1256], [-4.7925, -0.0504, -2.3859], [-4.6800, -1.7059, -1.8229], [-1.6697, 0.5011, -2.5898], [-1.6469, 1.2649, -0.9872], [-2.9880, 1.5604, -2.0947], [-4.4387, -0.6776, 0.5329], [-4.3755, 0.9744, -0.0838], [-3.0520, 0.3550, 0.9083]],
  "lowdin_charge": [0.8013, 0.6359, -0.6120, -0.0626, -0.0623, -0.0648, -0.0651, -0.0884, -0.2234, -0.0405, -0.0585, -0.0559, -0.0536, -0.0448, -0.5962, 0.6543, -0.0891, -0.2316, -0.0417, -0.0581, -0.0563, -0.0520, -0.0407, 0.1581, 0.1383, 0.1366, 0.1565, 0.1427, 0.0915, 0.0971, 0.1139, 0.1165, 0.1167, 0.1202, 0.1462, 0.0849, 0.1030, 0.1136, 0.1164, 0.1169, 0.1210, -0.1050, -0.6822, -0.0819, -0.0638, 1.0249, -0.3672, -0.0903, -0.0409, -0.0419, -0.0522, -0.1205, -0.6694, -0.0638, -0.1159, -0.0764, 0.1056, 0.0892, 0.0352, 0.1055, 0.0283, 0.0777, 0.1043, 0.0738, 0.0818, 0.0940, 0.1208, 0.1202, 0.1179, 0.0254, 0.0761, 0.1032, 0.0727, 0.0613, 0.0183, 0.1022, 0.0856, 0.1033, 0.0600]
}


Entry 3:
{
  "formula": "C2H5OP",
  "method": "ωB97M-V with the def2-TZVPD basis set",
  "multiplicity": 1,
  "homo_lumo_gap_ev": 10.13,
  "de_lowest_kj_mol": 135.38,
  "charge": 0,
  "elements": ["C", "C", "O", "P", "H", "H", "H", "H", "H"],
  "xyz": [[1.0029, -0.1110, -0.3603], [-0.4161, -0.4231, -0.4809], [1.4816, 0.5704, 0.5235], [-1.2512, 0.6419, 0.7204], [1.4587, -0.6330, -1.2343], [-0.5507, -0.3296, -1.5342], [-0.7276, -1.3997, -0.1908], [-0.2967, 1.6348, 0.7536], [-0.7009, 0.0492, 1.8030]],
  "lowdin_charge": [-0.3730, -0.4713, -0.0203, 0.8116, 0.1239, 0.0745, 0.0716, -0.1023, -0.1147]
}


Entry 4:
{
  "formula": "C4H8O3",
  "method": "ωB97M-V with the def2-TZVPD basis set",
  "multiplicity": 1,
  "homo_lumo_gap_ev": 11.17,
  "de_lowest_kj_mol": 141.36,
  "charge": 0,
  "elements": ["O", "C", "C", "C", "O", "C", "O", "H", "H", "H", "H", "H", "H", "H", "H"],
  "xyz": [[1.1358, -0.6191, -1.3769], [1.6313, 0.4650, -0.6153], [0.6063, 0.9452, 0.4562], [-0.7128, 0.3006, 0.1088], [-1.3724, 0.6641, -0.8537], [-1.1604, -0.8951, 0.9140], [-2.2215, -1.5580, 0.3040], [0.4047, -0.2782, -1.9179], [1.9174, 1.2958, -1.2741], [2.5387, 0.0954, -0.1240], [0.4894, 2.0329, 0.4267], [0.9234, 0.6563, 1.4638], [-0.2955, -1.5640, 1.0470], [-1.4358, -0.5204, 1.9153], [-2.4485, -1.0204, -0.4740]],
  "lowdin_charge": [-0.0664, -0.2279, -0.0857, -0.3872, 0.0783, -0.2070, -0.0357, 0.0908, 0.1187, 0.1203, 0.1239, 0.1159, 0.1389, 0.1388, 0.0845]
}


Entry 5:
{
  "formula": "C5H6O4PbS6",
  "method": "ωB97M-V with the def2-TZVPD basis set",
  "multiplicity": 1,
  "homo_lumo_gap_ev": 6.24,
  "de_lowest_kj_mol": 0.00,
  "charge": -2,
  "elements": ["Pb", "C", "C", "S", "C", "C", "S", "H", "H", "H", "H", "H", "H", "S", "C", "S", "S", "O", "S", "O", "O", "O"],
  "xyz": [[-0.2551, -0.0633, -1.7679], [3.9000, 0.2590, 0.9168], [2.4693, 0.2441, 0.3998], [2.3510, 0.1237, -1.3596], [1.4190, 0.3096, 1.2292], [1.5797, 0.3628, 2.7305], [-0.2960, 0.3016, 0.7767], [4.5871, 0.2493, 0.0740], [4.1084, -0.6211, 1.5340], [4.1052, 1.1547, 1.5118], [2.6290, 0.4136, 3.0261], [1.1331, -0.5304, 3.1756], [1.0491, 1.2247, 3.1423], [-4.9627, 2.7844, -1.7713], [-3.6207, 1.8290, -2.1072], [-4.2439, 0.2096, -1.9412], [-2.0649, 2.3240, -2.4877], [-3.0228, -0.8829, -2.2982], [-2.7775, -2.2114, -1.3288], [-3.2298, -1.8303, -0.0201], [-1.3249, -2.3849, -1.4694], [-3.5325, -3.2659, -1.9655]],
  "lowdin_charge": [0.7881, -0.1798, -0.8226, 0.3330, -0.8118, -0.1691, 0.4589, 0.0288, 0.0656, 0.0622, 0.0455, 0.0636, 0.0584, 0.3316, -1.7511, 0.7958, 0.3640, -0.7512, 0.2799, -0.3502, -0.4980, -0.3415]
}


Entry 6:
{
  "formula": "C5H17N2",
  "method": "ωB97M-V with the def2-TZVPD basis set",
  "multiplicity": 1,
  "homo_lumo_gap_ev": 11.61,
  "de_lowest_kj_mol": 13.74,
  "charge": 1,
  "elements": ["C", "C", "C", "N", "H", "H", "H", "H", "H", "H", "H", "H", "H", "C", "C", "N", "H", "H", "H", "H", "H", "H", "H", "H"],
  "xyz": [[-1.7389, -0.7535, 0.9466], [-0.8777, 0.2087, 1.7604], [-1.5347, 0.5677, 3.0962], [-0.9957, -1.3816, -0.1721], [-2.5759, -0.2059, 0.5275], [-2.1670, -1.5180, 1.5964], [-0.7036, 1.1209, 1.1853], [0.0976, -0.2508, 1.9640], [-1.6549, -0.3185, 3.7097], [-2.5158, 1.0101, 2.9201], [-0.9265, 1.2848, 3.6410], [-1.6080, -1.5103, -0.9692], [-0.6915, -2.3129, 0.0928], [2.4840, 1.1210, -2.5798], [1.1931, 0.4521, -2.1522], [1.3043, -0.1411, -0.7774], [2.4402, 1.3767, -3.6328], [2.7000, 2.0249, -2.0128], [3.3154, 0.4244, -2.4587], [0.3528, 1.1441, -2.1161], [0.9375, -0.3570, -2.8349], [2.0990, -0.7766, -0.7419], [0.3282, -0.6474, -0.5106], [1.5112, 0.6024, -0.1120]],
  "lowdin_charge": [-0.2374, -0.2768, -0.0951, -0.0025, 0.1222, 0.1227, 0.1017, 0.1040, 0.0780, 0.0828, 0.0777, 0.1077, 0.1110, -0.0735, -0.2227, 0.1131, 0.0884, 0.0858, 0.0841, 0.1263, 0.1259, 0.1526, 0.0811, 0.1429]
}